# 1
Molecular formula: C5H15NSi2
Method: DFT, wB97M-V/def2-TZVPD

Results
SMILES string	C[Si](C)(C)N=[SiH2].[H][H].C#C
energy above the lowest of the compared OMol25 structures with the same formula, charge and spin	94.5	kcal per mole
HOMO level	-9.3	eV

Geometry as ORCA input:
```
! RIJCOSX wB97M-V def2-TZVPD def2/J DEFGRID3
* xyz 0 1
C -1.784 -1.568 1.219
Si -0.542 -0.609 0.179
C 0.621 -1.819 -0.718
C 0.598 0.636 1.156
N -1.397 0.346 -0.989
Si -2.687 0.808 -1.789
H -1.645 -1.378 2.341
H -2.854 -1.222 1.095
H -1.731 -2.658 1.014
H 0.770 -2.679 -0.229
H 0.291 -2.134 -1.656
H 1.509 -1.341 -0.987
H 0.956 0.267 2.069
H 1.452 0.820 0.655
H -0.072 1.619 1.277
H -2.507 2.233 -2.232
H -4.100 0.406 -1.814
H 2.447 2.240 2.926
H 2.917 2.757 3.205
C 1.707 1.124 -3.792
C 0.766 0.935 -3.053
H 2.551 1.245 -4.428
H -0.077 0.881 -2.408
*
```



# 2
Molecular formula: C5H16AsBrO6PS
Method: DFT, wB97M-V/def2-TZVPD

Results
HOMO level	-3.4	eV

Geometry as ORCA input:
```
! RIJCOSX wB97M-V def2-TZVPD def2/J DEFGRID3
* xyz -1 1
C -1.180 -0.103 -3.706
O -0.368 -0.237 -2.575
C 0.432 0.896 -2.298
As 0.449 1.534 -0.357
Br -1.797 0.557 0.136
C 1.475 -0.130 0.221
C 0.817 -1.511 0.291
C 0.277 -1.839 1.696
S -1.281 -2.706 1.750
O -1.682 -3.156 0.464
O -2.206 -2.003 2.579
O -0.882 -4.050 2.550
P 0.561 2.350 1.932
O -0.960 2.868 2.272
O 1.422 3.765 1.696
H -1.999 0.600 -3.518
H -0.611 0.211 -4.589
H -1.619 -1.079 -3.915
H 1.461 0.737 -2.641
H 0.041 1.766 -2.840
H -0.310 2.862 -0.797
H 1.828 2.250 -0.658
H 2.308 -0.197 -0.483
H 1.923 0.075 1.198
H 0.081 -1.715 -0.483
H 1.622 -2.235 0.114
H 0.992 -2.431 2.264
H 0.114 -0.909 2.244
H -0.827 -3.799 3.481
H -1.375 3.303 1.510
H 1.293 4.326 2.461
*
```



# 3
Molecular formula: C5H16B2Br4Na6O3
Method: DFT, wB97M-V/def2-TZVPD

Results
energy above the lowest of the compared OMol25 structures with the same formula, charge and spin	474.0	kcal per mole
HOMO level	-13.4	eV

Geometry as ORCA input:
```
! RIJCOSX wB97M-V def2-TZVPD def2/J DEFGRID3
* xyz 2 1
Na 3.203 -0.553 0.339
Na 1.115 0.465 -1.283
Na 1.595 -2.653 0.697
Na 0.313 2.037 1.360
Na 2.925 -0.940 2.722
Na 0.403 0.050 3.091
C 0.851 -0.669 0.949
O 1.278 -1.264 1.941
O 0.174 0.316 1.075
O 1.349 -0.979 -0.167
B 0.996 2.442 -0.610
H 0.266 2.268 -1.386
H 1.895 2.803 -1.086
H 0.602 3.248 -0.010
H 1.164 1.590 0.030
B 3.137 0.730 -1.322
H 3.620 -0.196 -1.592
H 2.606 1.190 -2.141
H 2.444 0.530 -0.519
H 3.814 1.434 -0.864
Br -1.309 2.628 0.626
C -1.532 1.061 -0.633
C -3.085 1.041 -0.893
Br -3.496 -0.728 -1.509
H -1.158 0.133 -0.202
H -0.922 1.260 -1.514
H -3.319 1.867 -1.565
H -3.633 1.162 0.041
Br -3.720 -1.327 1.073
C -1.905 -1.954 1.075
C -1.811 -3.063 -0.025
Br -0.117 -4.054 0.294
H -1.918 -2.373 2.081
H -1.207 -1.130 0.931
H -1.977 -2.608 -1.002
H -2.643 -3.767 -0.006
*
```



# 4
Molecular formula: C5H16BBr2NNbO
Method: DFT, wB97M-V/def2-TZVPD

Results
HOMO level	-4.1	eV

Geometry as ORCA input:
```
! RIJCOSX wB97M-V def2-TZVPD def2/J DEFGRID3
* xyz -1 1
C -1.981 2.124 -0.105
C -0.904 2.507 -1.108
Br 0.616 3.395 -0.247
C -0.591 1.356 -2.041
Br -0.172 2.191 -3.820
Nb 1.083 -0.153 -1.636
B 0.603 -0.535 0.615
O 0.377 0.428 1.611
N 0.530 -1.955 1.085
C -0.819 -2.331 1.476
C 1.493 -2.197 2.140
H -1.928 2.789 0.744
H -1.900 1.096 0.216
H -2.939 2.312 -0.572
H -1.339 3.290 -1.706
H -1.507 0.811 -2.217
H -0.012 -1.602 -2.012
H 1.668 -0.120 -3.382
H 2.399 1.082 -1.240
H 2.393 -1.386 -1.376
H 1.135 1.015 1.744
H -1.505 -2.010 0.694
H -1.134 -1.890 2.427
H -0.880 -3.414 1.524
H 1.255 -1.700 3.087
H 2.465 -1.835 1.817
H 1.592 -3.269 2.283
*
```



# 5
Molecular formula: C5H16IN2O5
Method: DFT, wB97M-V/def2-TZVPD

Results
energy above the lowest of the compared OMol25 structures with the same formula, charge and spin	69.7	kcal per mole
HOMO level	-3.3	eV

Geometry as ORCA input:
```
! RIJCOSX wB97M-V def2-TZVPD def2/J DEFGRID3
* xyz -1 1
I -0.320 0.095 -0.234
C -0.353 7.600 -1.806
C -1.169 7.418 -0.573
O -0.466 6.666 0.426
O -0.244 6.443 -2.614
H 0.645 7.908 -1.496
H -0.829 8.405 -2.366
H -2.095 6.861 -0.720
H -1.329 8.414 -0.159
H -0.194 5.824 0.054
H -1.075 6.012 -2.828
C -3.898 -7.045 -2.996
C -4.181 -6.091 -1.817
O -4.369 -4.866 -2.387
O -2.523 -7.016 -3.415
H -4.496 -6.910 -3.897
H -3.985 -8.067 -2.629
H -3.325 -6.013 -1.148
H -4.941 -6.434 -1.115
H -4.074 -4.250 -1.712
H -1.963 -7.499 -2.803
C 5.569 -1.463 4.455
O 5.301 -2.645 4.324
N 5.199 -0.563 3.672
N 6.173 -0.902 5.446
H 4.540 -0.891 2.980
H 5.439 0.402 3.850
H 6.488 0.038 5.255
H 6.476 -1.432 6.251
*
```



# 6
Molecular formula: C5H16InN8O7
Method: DFT, wB97M-V/def2-TZVPD

Results
energy above the lowest of the compared OMol25 structures with the same formula, charge and spin	2.0	kcal per mole
HOMO level	-12.4	eV

Geometry as ORCA input:
```
! RIJCOSX wB97M-V def2-TZVPD def2/J DEFGRID3
* xyz 1 1
In 5.477 -7.342 -9.644
C 4.735 -9.813 -12.075
O 4.999 -10.897 -12.622
O 4.864 -8.733 -12.653
O 4.385 -9.866 -10.876
C 8.923 -7.290 -11.645
O 7.981 -6.874 -10.995
N 8.994 -7.135 -13.012
N 10.053 -7.843 -11.127
H 8.210 -6.640 -13.397
H 9.602 -7.693 -13.580
H 10.764 -8.218 -11.730
H 10.200 -8.039 -10.154
C 1.691 -8.200 -8.595
O 2.802 -7.749 -8.819
N 1.444 -9.142 -7.628
N 0.614 -7.995 -9.423
H 2.260 -9.468 -7.138
H 0.706 -9.784 -7.860
H 0.668 -7.346 -10.183
H -0.238 -8.490 -9.235
C 8.026 -10.545 -9.809
O 7.555 -9.428 -9.602
N 7.525 -11.401 -10.729
N 8.973 -11.059 -8.984
H 6.807 -10.980 -11.303
H 7.862 -12.284 -11.066
H 9.305 -10.503 -8.217
H 9.475 -11.906 -9.183
C 5.387 -10.367 -7.309
O 4.847 -9.292 -7.533
N 5.334 -11.420 -8.176
N 6.106 -10.634 -6.172
H 4.856 -11.302 -9.049
H 5.857 -12.246 -7.955
H 6.439 -9.830 -5.671
H 6.521 -11.531 -6.001
*
```



# 7
Molecular formula: C5H16N2O
Method: DFT, wB97M-V/def2-TZVPD

Results
SMILES string	CNCC[C@H](C)N.O
energy above the lowest of the compared OMol25 structures with the same formula, charge and spin	55.0	kcal per mole
HOMO level	-8.5	eV

Geometry as ORCA input:
```
! RIJCOSX wB97M-V def2-TZVPD def2/J DEFGRID3
* xyz 0 1
C 1.738 -0.001 -1.792
N 0.480 -0.509 -2.221
C -0.675 -0.208 -1.285
C -0.677 -1.027 -0.032
C 0.185 -0.800 1.213
C -0.524 -1.125 2.515
N 0.523 0.710 1.208
H 2.406 -0.140 -2.699
H 1.942 1.045 -1.505
H 2.189 -0.654 -1.030
H 0.423 0.025 -3.086
H -1.674 -0.193 -1.799
H -0.496 0.874 -1.226
H -0.379 -2.007 -0.600
H -1.715 -1.439 0.125
H 1.105 -1.356 1.002
H 0.089 -0.916 3.358
H -0.786 -2.150 2.407
H -1.463 -0.530 2.638
H 0.885 1.098 2.087
H 1.134 0.904 0.406
O -1.569 2.434 -0.032
H -1.469 2.716 0.883
H -1.671 3.247 -0.536
*
```



# 8
Molecular formula: C5H16N2O
Method: DFT, wB97M-V/def2-TZVPD

Results
SMILES string	C[C@@H](N)CN(C)C.O
energy above the lowest of the compared OMol25 structures with the same formula, charge and spin	25.4	kcal per mole
HOMO level	-8.5	eV

Geometry as ORCA input:
```
! RIJCOSX wB97M-V def2-TZVPD def2/J DEFGRID3
* xyz 0 1
C 2.240 0.093 -0.036
C 1.126 -0.832 -0.493
N 1.582 -2.263 -0.510
C -0.123 -0.753 0.373
N -1.266 -0.132 -0.273
C -1.770 -0.986 -1.350
C -2.274 0.185 0.721
H 2.375 0.169 1.051
H 3.229 -0.185 -0.413
H 2.022 1.139 -0.283
H 0.961 -0.589 -1.540
H 2.023 -2.432 0.389
H 2.301 -2.360 -1.212
H -0.381 -1.759 0.724
H 0.110 -0.189 1.277
H -1.092 -0.906 -2.191
H -1.820 -2.065 -1.136
H -2.750 -0.614 -1.622
H -2.029 1.105 1.246
H -2.453 -0.624 1.430
H -3.238 0.274 0.214
O 0.689 4.483 1.480
H 0.762 5.070 0.721
H -0.225 4.169 1.436
*
```



# 9
Molecular formula: C5H16N2O
Method: DFT, wB97M-V/def2-TZVPD

Results
SMILES string	CNN(C)C.CCO
energy above the lowest of the compared OMol25 structures with the same formula, charge and spin	45.3	kcal per mole
HOMO level	-8.3	eV

Geometry as ORCA input:
```
! RIJCOSX wB97M-V def2-TZVPD def2/J DEFGRID3
* xyz 0 1
C 1.921 -1.626 0.363
N 0.681 -0.977 -0.039
N 0.741 0.406 -0.326
C 1.373 1.239 0.684
C 1.274 0.647 -1.651
H 1.715 -2.690 0.455
H 2.668 -1.488 -0.418
H 2.336 -1.271 1.316
H -0.030 -1.085 0.686
H 1.138 2.281 0.465
H 0.956 0.983 1.658
H 2.468 1.133 0.720
H 1.038 1.670 -1.943
H 0.803 -0.049 -2.341
H 2.365 0.519 -1.710
C -2.611 -0.483 -0.633
C -2.358 0.515 0.478
O -1.760 -0.217 1.615
H -1.665 -0.836 -1.032
H -3.162 -1.335 -0.245
H -3.188 -0.009 -1.424
H -1.750 1.353 0.120
H -3.307 0.922 0.855
H -1.645 0.398 2.347
*
```



# 10
Molecular formula: C5H16N2O
Method: DFT, wB97M-V/def2-TZVPD

Results
energy above the lowest of the compared OMol25 structures with the same formula, charge and spin	96.7	kcal per mole
HOMO level	-9.2	eV

Geometry as ORCA input:
```
! RIJCOSX wB97M-V def2-TZVPD def2/J DEFGRID3
* xyz 0 1
C 0.600 0.153 -0.564
N 2.025 0.310 -0.154
C 2.775 -0.834 -0.603
C -0.182 1.337 -0.164
C -0.406 1.241 1.335
C -0.988 -0.133 1.657
N -2.039 -0.552 0.729
H 0.535 -0.014 -1.659
H 0.069 -0.690 0.092
H 2.376 1.115 -0.670
H 2.349 -1.720 -0.133
H 2.824 -1.021 -1.699
H 3.878 -0.645 -0.282
H 0.030 2.362 -0.587
H -1.201 1.029 -0.498
H 0.463 1.498 1.940
H -1.236 1.966 1.478
H -1.378 -0.084 2.668
H -0.085 -0.828 1.685
H -1.054 -1.226 -0.074
H -2.334 -1.465 1.129
H -1.938 -0.533 -1.191
H -2.811 -1.010 -2.355
O -2.271 -0.255 -2.082
*
```



# 11
Molecular formula: C5H16N2O
Method: DFT, wB97M-V/def2-TZVPD

Results
SMILES string	CC[C@@H](N)CNC.O
energy above the lowest of the compared OMol25 structures with the same formula, charge and spin	26.5	kcal per mole
HOMO level	-9.1	eV

Geometry as ORCA input:
```
! RIJCOSX wB97M-V def2-TZVPD def2/J DEFGRID3
* xyz 0 1
C 1.827 -2.034 -0.017
C 1.401 -0.700 -0.605
C 0.947 0.432 0.383
N 1.393 1.719 -0.127
C -0.564 0.345 0.526
N -1.049 -0.882 1.171
C -2.504 -0.879 1.308
H 1.155 -2.559 0.669
H 2.045 -2.787 -0.795
H 2.789 -2.132 0.494
H 2.332 -0.264 -0.982
H 0.635 -0.773 -1.379
H 1.440 0.242 1.341
H 0.725 2.116 -0.786
H 1.366 2.362 0.661
H -0.924 1.201 1.129
H -1.008 0.535 -0.475
H -0.827 -1.541 0.422
H -2.891 -0.433 2.221
H -2.976 -0.484 0.400
H -2.801 -1.932 1.395
O -0.452 2.960 -2.390
H -1.273 3.423 -2.204
H -0.786 2.063 -2.361
*
```



# 12
Molecular formula: C5H16N2O
Method: DFT, wB97M-V/def2-TZVPD

Results
energy above the lowest of the compared OMol25 structures with the same formula, charge and spin	23.1	kcal per mole
HOMO level	-18.4	eV

Geometry as ORCA input:
```
! RIJCOSX wB97M-V def2-TZVPD def2/J DEFGRID3
* xyz 2 1
C -1.508 -1.193 1.191
C -0.402 -0.230 1.611
C 0.226 0.512 0.393
C 1.255 -0.336 -0.311
C 1.724 -1.527 -0.013
N 1.834 0.261 -1.628
N -1.185 0.961 2.454
H -1.110 -1.732 0.306
H -2.296 -0.634 0.719
H -1.929 -1.993 1.816
H 0.278 -0.682 2.345
H 0.878 1.385 0.584
H -0.615 0.742 -0.306
H 2.398 -2.090 -0.617
H 1.444 -1.956 0.949
H 1.021 0.385 -2.237
H 2.383 1.111 -1.472
H 2.444 -0.353 -2.170
H -1.853 0.515 3.129
H -0.613 1.657 2.929
H -1.893 1.428 1.880
H -1.125 1.844 -3.353
H -1.861 0.632 -3.635
O -1.272 0.972 -2.945
*
```



| no. | gap between HOMO and LUMO (eV) |
| --- | --- |
| 1 | 8.743 |
| 2 | 6.107 |
| 3 | 4.032 |
| 4 | 6.305 |
| 5 | 5.774 |
| 6 | 3.967 |
| 7 | 9.313 |
| 8 | 9.334 |
| 9 | 9.146 |
| 10 | 9.643 |
| 11 | 9.719 |
| 12 | 12.041 |